Entry from the Open Molecules 2025 dataset: a gas-phase ion, C28H38N5O5S2 (charge +1) at a distorted geometry (the ωB97M-V functional and the def2-TZVPD basis).

Computed properties:
* largest force on an atom: 1.18 eV Å⁻¹
* relative energy (zero: lowest compared OMol25 entry of this formula, charge and spin): 30.75 kcal/mol
* highest occupied orbital energy: -10.3 eV
* 2S+1: 1
* orbital gap: 6.79 eV
* molecular weight: 588.78 g/mol
* total charge: +1
* structure (SMILES): CCOC(=O)N1CC[NH+](S(=O)(=O)c2ccc(C(=O)N(CCN(CC)CC)c3nc4ccc(C)cc4s3)cc2)CC1

XYZ file:
```
78
Properties=species:S:1:pos:R:3:forces:R:3:nbo_charge:R:1
C -2.454 -3.637 2.229 -0.39 0.17 -0.18 -0.639
C -3.891 -3.704 1.739 0.32 -0.51 0.08 -0.070
O -4.371 -2.403 1.363 -0.10 0.28 0.02 -0.522
C -4.147 -2.030 0.101 -0.17 0.15 -0.01 0.911
O -3.601 -2.687 -0.746 0.16 -0.39 -0.15 -0.644
N -4.641 -0.773 -0.150 -0.10 0.11 0.07 -0.465
C -4.407 -0.151 -1.428 0.22 -0.05 0.02 -0.239
C -3.566 1.119 -1.241 0.23 -0.61 -0.67 -0.254
N -4.226 1.998 -0.269 0.28 1.02 0.02 -0.558
S -3.417 3.756 -0.124 -0.04 -0.72 0.06 2.283
O -4.132 4.243 1.000 0.22 -0.01 0.33 -0.865
O -3.664 4.236 -1.435 0.32 0.00 -0.29 -0.869
C -1.721 3.395 0.194 -1.01 0.17 -0.13 -0.409
C -0.802 3.582 -0.826 0.33 0.04 -0.26 -0.155
C 0.536 3.363 -0.557 -0.14 0.13 0.15 -0.162
C 0.926 2.899 0.698 -0.50 0.77 0.14 0.001
C 2.380 2.768 1.068 -0.25 -0.04 -0.04 0.677
O 3.077 3.741 1.218 0.02 0.07 -0.09 -0.543
N 2.802 1.491 1.326 0.29 0.23 0.29 -0.473
C 4.163 1.292 1.795 0.54 0.16 -0.13 -0.222
C 5.135 1.237 0.603 -0.21 -0.07 0.22 -0.233
N 4.686 0.259 -0.370 0.06 0.07 -0.02 -0.482
C 5.249 -1.067 -0.169 0.23 -0.08 -0.07 -0.204
C 6.712 -1.242 -0.584 -0.30 0.11 0.08 -0.636
C 4.740 0.714 -1.751 -0.15 0.18 -0.03 -0.207
C 3.644 1.730 -2.061 0.21 -0.23 -0.03 -0.628
C 2.096 0.423 0.838 -0.62 -0.97 -0.26 0.322
N 1.170 0.553 -0.048 0.51 0.29 -0.07 -0.544
C 0.603 -0.646 -0.370 0.03 -0.90 0.35 0.177
C -0.353 -0.859 -1.359 0.09 0.02 0.07 -0.256
C -0.792 -2.142 -1.595 0.07 0.02 0.04 -0.188
C -0.315 -3.233 -0.859 0.12 0.07 0.11 0.001
C -0.843 -4.600 -1.155 -0.03 -0.03 -0.08 -0.641
C 0.644 -3.031 0.122 -0.04 -0.04 -0.13 -0.217
C 1.102 -1.746 0.355 -0.07 0.44 -0.11 -0.228
S 2.335 -1.207 1.462 -0.29 0.24 -0.11 0.381
C -0.018 2.747 1.716 0.02 0.09 -0.14 -0.146
C -1.352 3.009 1.471 0.10 -0.06 0.26 -0.186
C -4.407 1.332 1.027 -0.35 -0.41 0.78 -0.256
C -5.263 0.075 0.834 0.18 0.05 0.12 -0.232
H -2.132 -4.629 2.531 0.07 -0.13 0.06 0.228
H -1.801 -3.283 1.434 0.07 0.01 -0.04 0.223
H -2.373 -2.968 3.082 0.04 0.03 0.10 0.211
H -4.565 -4.033 2.531 0.04 0.04 -0.14 0.199
H -3.973 -4.372 0.877 -0.07 0.09 0.15 0.207
H -3.878 -0.872 -2.056 -0.06 0.20 -0.01 0.278
H -5.363 0.100 -1.902 0.03 0.00 -0.04 0.201
H -3.457 1.656 -2.185 -0.01 0.03 0.07 0.245
H -2.578 0.858 -0.852 -0.09 0.08 0.03 0.239
H -5.148 2.261 -0.635 0.03 0.09 0.00 0.431
H -1.140 3.919 -1.792 0.05 0.05 -0.16 0.252
H 1.279 3.528 -1.321 0.07 0.00 -0.10 0.247
H 4.421 2.132 2.442 -0.04 -0.17 0.04 0.244
H 4.193 0.364 2.367 0.02 0.08 0.06 0.208
H 5.163 2.227 0.144 0.05 -0.01 0.05 0.217
H 6.136 1.019 0.994 0.03 0.08 -0.06 0.197
H 5.149 -1.310 0.892 -0.05 -0.09 -0.05 0.190
H 4.630 -1.772 -0.732 -0.01 -0.05 0.14 0.198
H 7.353 -0.528 -0.073 0.13 0.05 0.03 0.204
H 6.832 -1.109 -1.656 0.07 0.00 -0.11 0.209
H 7.044 -2.244 -0.323 0.10 -0.10 0.00 0.221
H 5.720 1.148 -2.003 -0.01 -0.11 -0.06 0.174
H 4.586 -0.162 -2.384 0.09 0.01 -0.02 0.201
H 3.785 2.649 -1.497 0.01 0.17 0.05 0.198
H 3.670 1.975 -3.120 -0.02 0.12 -0.11 0.220
H 2.669 1.315 -1.819 -0.08 -0.02 -0.01 0.214
H -0.700 -0.023 -1.947 -0.03 0.11 -0.11 0.208
H -1.523 -2.328 -2.366 -0.11 -0.02 -0.09 0.221
H -0.532 -5.316 -0.400 0.00 -0.10 0.04 0.216
H -1.930 -4.567 -1.201 -0.09 -0.09 0.02 0.238
H -0.480 -4.938 -2.124 0.01 -0.11 -0.05 0.229
H 1.038 -3.860 0.689 0.00 -0.17 0.05 0.223
H 0.297 2.439 2.701 0.03 -0.04 0.10 0.232
H -2.091 2.952 2.254 -0.03 -0.03 0.17 0.243
H -4.877 2.032 1.720 0.05 -0.03 -0.10 0.253
H -3.420 1.050 1.402 -0.03 0.05 -0.07 0.227
H -5.353 -0.471 1.773 -0.03 0.20 -0.07 0.271
H -6.268 0.357 0.494 0.00 0.02 0.07 0.200
```
Forces are in eV/Å.